# 1
Entry from the OMol25 dataset: a structure of composition C22H30N3O3PRe in a non-equilibrium geometry (ωB97M-V/def2-TZVPD).

Results
DFT total energy: -1664.1776 a.u.
Orbital gap (spin up / spin down): 0.2615 / 0.1356 Ha
⟨S²⟩: 3.80
LUMO level (spin up / spin down): -13.54 / -16.94 eV
Charge: +4
Energy relative to the best compared isomer or geometry (same formula, charge and spin): 0.170 eV
Spin multiplicity: 4

Geometry (Å):
Re (-0.28, 0.31, -0.16)
C (0.21, 1.18, -1.89)
O (0.49, 1.69, -2.90)
C (0.23, -1.49, -0.65)
O (0.58, -2.57, -0.95)
C (-0.69, -0.03, 1.76)
O (-0.86, -0.25, 2.90)
C (-2.84, -0.20, -2.59)
P (-2.45, 0.12, -0.77)
H (-4.44, 1.42, -0.63)
H (-2.31, 0.63, -3.09)
C (-3.59, -1.13, 0.06)
H (-4.44, -1.18, -0.63)
C (-4.33, -0.12, -2.94)
H (-4.84, 0.77, -2.57)
H (-4.87, -1.00, -2.57)
H (-4.42, -0.12, -4.03)
C (-2.26, -1.52, -3.09)
H (-2.86, -2.37, -2.75)
C (-3.20, 2.32, 0.88)
H (-1.22, -1.68, -2.78)
H (-2.28, -1.50, -4.19)
C (-3.06, 2.75, -1.63)
H (-2.53, 1.72, 1.52)
H (-2.78, 3.33, 0.82)
H (-4.18, 2.39, 1.39)
C (-3.39, 1.74, -0.53)
H (-3.41, 3.74, -1.31)
H (-3.57, 2.51, -2.57)
H (-1.98, 2.81, -1.84)
C (-4.11, -0.72, 1.44)
H (-3.29, -0.58, 2.16)
H (-4.75, -1.53, 1.81)
H (-4.71, 0.19, 1.41)
C (-2.95, -2.52, 0.14)
H (-2.06, -2.52, 0.79)
H (-2.65, -2.91, -0.84)
H (-3.69, -3.21, 0.57)
H (-1.01, 2.24, 0.08)
H (-0.35, 2.27, 0.56)
N (10.00, -2.50, 1.99)
C (8.95, -2.02, 1.84)
C (7.66, -1.41, 1.67)
C (6.76, -1.87, 0.69)
C (5.50, -1.28, 0.55)
C (5.14, -0.21, 1.38)
C (6.03, 0.27, 2.35)
C (7.28, -0.34, 2.50)
N (3.87, 0.37, 1.27)
C (3.38, 1.45, 2.03)
C (2.09, 1.65, 1.65)
N (1.77, 0.71, 0.67)
C (2.86, -0.03, 0.45)
H (7.07, -2.70, 0.05)
H (4.81, -1.65, -0.21)
H (5.75, 1.10, 2.99)
H (7.97, 0.02, 3.26)
H (3.96, 1.97, 2.76)
H (1.35, 2.35, 2.02)
H (2.95, -0.86, -0.24)

# 2
Entry from the OMol25 dataset: a cluster of 2 separate species, C3H11N2 in total in a non-equilibrium geometry (ωB97M-V/def2-TZVPD).

Results
DFT total energy: -230.1308 a.u.
Orbital gap: 0.4142 Ha
LUMO level: -3.54 eV
Charge: +1
Energy relative to the best compared isomer or geometry (same formula, charge and spin): 1.402 eV
Spin multiplicity: 1

Geometry (Å):
C (2.29, 0.17, -0.35)
N (1.26, -0.89, -0.21)
H (1.95, 0.92, -1.04)
H (2.33, 0.67, 0.62)
H (3.24, -0.22, -0.71)
H (1.09, -1.52, -0.99)
H (0.26, -0.36, 0.08)
H (1.46, -1.44, 0.62)
C (-2.12, -0.57, -0.06)
C (-1.11, 1.42, 0.63)
N (-1.00, 0.16, 0.53)
H (-1.80, -1.50, -0.53)
H (-2.63, 0.03, -0.81)
H (-2.83, -0.80, 0.74)
H (-0.49, 1.98, 1.33)
H (-1.91, 1.97, 0.14)

# 3
Entry from the OMol25 dataset: a structure of composition C20H36Cl2CoN2O3P in a non-equilibrium geometry (ωB97M-V/def2-TZVPD).

Results
DFT total energy: -3763.4394 a.u.
Orbital gap (spin up / spin down): 0.1554 / 0.2671 Ha
⟨S²⟩: 3.81
LUMO level (spin up / spin down): 2.40 / 2.40 eV
Charge: -1
Energy relative to the best compared isomer or geometry (same formula, charge and spin): 0.000 eV
Spin multiplicity: 4

Geometry (Å):
O (1.60, 2.13, -2.84)
C (1.85, 1.77, -4.03)
C (2.43, 2.74, -4.95)
C (2.98, 3.95, -4.47)
H (2.97, 4.16, -3.40)
C (3.53, 4.86, -5.37)
H (4.00, 5.78, -4.99)
C (3.48, 4.61, -6.75)
H (3.87, 5.34, -7.45)
C (2.95, 3.39, -7.23)
H (2.95, 3.18, -8.30)
C (2.44, 2.46, -6.34)
H (2.00, 1.51, -6.67)
H (1.61, 0.75, -4.37)
C (-1.45, 1.22, -2.91)
C (-0.82, 0.50, -1.80)
H (-2.49, 0.89, -3.07)
H (-0.89, 1.03, -3.83)
H (-1.44, 2.30, -2.74)
C (-1.33, -0.43, -1.00)
C (-2.78, -0.84, -0.91)
H (-0.68, -0.97, -0.31)
H (-3.38, -0.39, -1.71)
H (-3.21, -0.54, 0.05)
H (-2.88, -1.93, -0.96)
Co (1.14, 1.19, -1.27)
Cl (0.23, 2.88, -0.30)
Cl (1.97, -0.77, -1.99)
C (-1.97, 0.31, 2.74)
O (-1.24, -0.60, 2.32)
N (-2.69, 0.26, 3.88)
C (-2.59, -0.88, 4.79)
C (-3.55, 1.36, 4.28)
H (-2.09, 1.27, 2.19)
H (-1.89, -1.61, 4.38)
H (-3.58, -1.34, 4.92)
H (-2.25, -0.54, 5.78)
H (-3.50, 2.12, 3.50)
H (-3.22, 1.79, 5.24)
H (-4.59, 1.02, 4.40)
H (0.88, -6.41, 0.78)
H (2.92, -5.84, -0.84)
C (0.28, -5.88, 0.03)
C (2.18, -5.29, -1.45)
N (1.07, -4.84, -0.62)
H (-0.60, -5.43, 0.50)
C (0.93, -3.55, -0.26)
O (0.08, -3.14, 0.54)
H (2.65, -4.41, -1.90)
H (1.65, -2.87, -0.76)
H (-0.02, -6.61, -0.74)
H (1.81, -5.97, -2.23)
C (4.01, 0.42, 0.20)
P (2.24, 0.61, 0.61)
C (1.89, -0.84, 1.65)
C (2.29, 1.92, 1.89)
H (4.20, -0.61, -0.14)
H (4.64, 0.65, 1.07)
H (4.25, 1.11, -0.62)
H (2.42, -0.75, 2.61)
H (0.81, -0.91, 1.85)
H (2.22, -1.75, 1.14)
H (3.05, 1.67, 2.64)
H (2.54, 2.86, 1.39)
H (1.30, 2.01, 2.34)

# 4
Entry from the OMol25 dataset: a structure of composition C17H21N4O5S3Ti in a non-equilibrium geometry (ωB97M-V/def2-TZVPD).

Results
DFT total energy: -3299.8504 a.u.
Orbital gap (spin up / spin down): 0.1793 / 0.2528 Ha
⟨S²⟩: 2.02
LUMO level (spin up / spin down): 2.28 / 2.28 eV
Charge: -1
Energy relative to the best compared isomer or geometry (same formula, charge and spin): 0.633 eV
Spin multiplicity: 3

Geometry (Å):
Ti (0.56, -0.32, 1.00)
C (-4.79, -3.16, 1.39)
C (-4.21, -3.00, -0.01)
N (-2.77, -3.14, -0.08)
C (-1.91, -2.19, 0.45)
S (-0.23, -2.74, 0.62)
N (-2.44, -1.05, 0.76)
N (-1.46, -0.11, 1.14)
C (-1.88, 1.02, 1.71)
C (-3.30, 1.21, 2.11)
C (-0.87, 2.02, 1.86)
C (-1.04, 3.26, 2.52)
C (-0.02, 4.15, 2.58)
C (1.24, 3.84, 1.98)
C (1.36, 2.63, 1.37)
N (0.37, 1.73, 1.29)
H (-5.86, -2.92, 1.41)
H (-4.28, -2.50, 2.08)
H (-4.68, -4.19, 1.74)
H (-4.48, -2.01, -0.40)
H (-4.64, -3.74, -0.69)
H (-2.42, -4.08, 0.00)
H (-3.95, 0.77, 1.35)
H (-3.55, 2.27, 2.22)
H (-3.52, 0.71, 3.05)
H (-1.99, 3.48, 3.00)
H (-0.16, 5.09, 3.10)
H (2.07, 4.53, 2.02)
H (2.29, 2.32, 0.91)
O (3.44, -0.17, 3.29)
S (2.60, -1.00, 2.45)
O (2.90, -2.41, 2.45)
O (1.11, -0.76, 2.80)
O (2.60, -0.45, 1.02)
C (0.77, -2.01, -2.92)
S (1.63, -1.16, -1.64)
O (0.57, -0.23, -1.06)
C (2.62, -0.03, -2.63)
C (2.04, 0.91, -3.46)
C (2.86, 1.78, -4.15)
C (4.24, 1.70, -4.00)
C (4.81, 0.77, -3.15)
C (3.99, -0.11, -2.44)
H (0.24, -1.28, -3.53)
H (0.08, -2.66, -2.39)
H (1.48, -2.58, -3.51)
H (0.96, 0.99, -3.53)
H (2.43, 2.53, -4.80)
H (4.88, 2.39, -4.53)
H (5.88, 0.73, -3.01)
H (4.40, -0.82, -1.73)

# 5
Entry from the OMol25 dataset: a structure of composition C32H27ClCsN5PSe2 in a non-equilibrium geometry (ωB97M-V/def2-TZVPD).

Results
DFT total energy: -7133.7886 a.u.
Orbital gap: 0.2928 Ha
LUMO level: -2.54 eV
Charge: +1
Energy relative to the best compared isomer or geometry (same formula, charge and spin): 0.493 eV
Spin multiplicity: 1

Geometry (Å):
Cs (1.64, -0.89, -0.36)
Cl (-1.90, -2.58, -0.23)
C (-3.38, -1.63, -0.10)
C (-4.57, -2.37, 0.04)
C (-5.79, -1.68, 0.03)
C (-5.85, -0.34, -0.11)
C (-4.66, 0.37, -0.29)
C (-3.40, -0.22, -0.28)
P (-1.92, 0.78, -0.48)
C (-2.55, 2.45, -0.94)
C (-2.50, 2.95, -2.25)
C (-2.93, 4.22, -2.61)
C (-3.43, 5.04, -1.62)
C (-3.50, 4.58, -0.29)
C (-3.08, 3.31, 0.04)
C (-1.51, 0.98, 1.34)
C (-2.17, 0.32, 2.35)
C (-1.67, 0.38, 3.65)
C (-0.56, 1.15, 3.97)
C (0.04, 1.92, 2.96)
C (-0.42, 1.77, 1.66)
H (-4.48, -3.41, 0.08)
H (-6.72, -2.25, 0.08)
H (-6.78, 0.15, -0.09)
H (-4.67, 1.45, -0.51)
H (-2.01, 2.28, -2.95)
H (-2.82, 4.55, -3.62)
H (-3.62, 6.05, -1.89)
H (-3.80, 5.28, 0.48)
H (-3.15, 2.95, 1.06)
H (-3.03, -0.29, 2.19)
H (-2.07, -0.30, 4.42)
H (-0.17, 1.16, 4.96)
H (0.91, 2.56, 3.14)
H (0.14, 2.35, 0.87)
Se (4.80, -2.35, 2.22)
Se (3.79, -0.39, 3.02)
C (2.14, -1.34, 3.58)
C (1.97, -1.49, 4.94)
C (0.78, -2.08, 5.37)
C (-0.15, -2.47, 4.45)
C (0.11, -2.29, 3.08)
N (1.25, -1.71, 2.66)
C (5.81, -1.57, 0.72)
C (7.19, -1.56, 0.90)
C (7.97, -1.17, -0.15)
C (7.37, -0.77, -1.33)
C (5.98, -0.78, -1.39)
N (5.17, -1.19, -0.38)
H (2.71, -1.22, 5.67)
H (0.57, -2.16, 6.46)
H (-1.14, -2.85, 4.67)
H (-0.63, -2.47, 2.30)
H (7.59, -1.94, 1.82)
H (9.02, -1.25, -0.06)
H (7.95, -0.46, -2.20)
H (5.45, -0.53, -2.30)
N (-0.93, -0.05, -5.81)
C (0.21, -0.52, -5.23)
C (0.37, -0.60, -3.84)
N (1.52, -1.01, -3.29)
C (2.55, -1.28, -4.10)
C (2.35, -1.21, -5.48)
N (1.21, -0.83, -6.02)
H (-1.77, -0.05, -5.30)
H (-1.03, -0.18, -6.83)
H (-0.42, -0.31, -3.18)
H (3.47, -1.55, -3.58)
H (3.16, -1.42, -6.12)

# 6
Entry from the OMol25 dataset: a structure of composition C21H45CaN7O9SSi3 in a non-equilibrium geometry (ωB97M-V/def2-TZVPD).

Results
DFT total energy: -3831.9984 a.u.
Orbital gap: 0.2428 Ha
LUMO level: -0.93 eV
Charge: 0
Energy relative to the best compared isomer or geometry (same formula, charge and spin): 1.537 eV
Spin multiplicity: 1

Geometry (Å):
Ca (0.90, 0.37, 0.38)
C (-0.94, -0.02, 5.29)
O (-0.64, 0.45, 4.00)
Si (-1.06, 1.91, 3.13)
C (0.41, 3.05, 3.57)
C (-2.52, 2.78, 4.04)
C (-1.22, 1.46, 1.37)
Si (-2.76, 0.42, 1.06)
C (-2.68, -0.64, -0.48)
C (-3.17, -0.83, 2.43)
C (-4.37, 1.41, 0.87)
Si (-1.25, 2.99, 0.33)
C (-1.98, 4.46, 1.22)
C (0.51, 3.52, -0.19)
C (-1.99, 2.91, -1.38)
H (-0.31, -0.92, 5.50)
H (-2.01, -0.28, 5.31)
H (-0.61, 0.76, 5.93)
H (0.29, 3.45, 4.58)
H (0.54, 3.96, 2.96)
H (1.39, 2.55, 3.53)
H (-2.46, 2.70, 5.10)
H (-3.45, 2.55, 3.70)
H (-2.31, 3.81, 3.80)
H (-1.77, -1.23, -0.50)
H (-2.84, 0.00, -1.30)
H (-3.57, -1.27, -0.44)
H (-2.53, -1.75, 2.32)
H (-4.23, -1.03, 2.24)
H (-3.11, -0.48, 3.49)
H (-4.38, 2.32, 0.27)
H (-4.84, 1.62, 1.87)
H (-5.03, 0.86, 0.20)
H (-1.49, 4.83, 2.09)
H (-2.91, 3.93, 1.61)
H (-2.32, 5.37, 0.71)
H (1.17, 3.62, 0.68)
H (0.31, 4.47, -0.69)
H (0.85, 2.79, -0.92)
H (-3.05, 2.65, -1.39)
H (-1.48, 2.13, -2.00)
H (-1.89, 3.87, -1.89)
N (3.36, -0.18, -0.43)
N (4.52, -0.24, 0.38)
C (4.47, 0.31, 1.63)
N (5.49, 0.05, 2.42)
S (3.26, 1.34, 2.10)
H (3.40, -1.07, -0.88)
H (3.35, 0.60, -1.11)
H (5.28, -0.91, 0.24)
H (5.97, -0.79, 2.29)
H (5.52, 0.46, 3.33)
O (0.86, 0.79, -2.07)
C (0.43, -0.37, -2.20)
O (0.26, -1.24, -1.32)
C (0.04, -0.78, -3.60)
C (0.09, 0.24, -4.57)
C (-0.12, -0.06, -5.89)
C (-0.56, -1.36, -6.29)
C (-0.49, -2.35, -5.35)
C (-0.17, -2.10, -4.00)
N (-0.63, -3.77, -5.79)
O (-0.05, -4.60, -5.14)
O (-1.10, -3.95, -6.89)
N (-0.12, 0.96, -6.91)
O (-0.23, 2.12, -6.63)
O (-0.07, 0.55, -8.07)
H (0.37, 1.29, -4.44)
H (-0.59, -1.58, -7.35)
H (-0.07, -2.88, -3.24)
N (3.88, -5.04, -2.19)
C (3.20, -3.92, -1.84)
N (1.91, -3.75, -2.21)
O (3.76, -3.03, -1.10)
H (3.37, -5.89, -2.45)
H (4.81, -5.02, -1.85)
H (1.48, -4.41, -2.85)
H (1.32, -3.05, -1.70)
C (1.77, -3.04, 2.69)
C (0.39, -2.38, 2.52)
O (0.54, -0.99, 2.25)
H (1.63, -4.11, 2.66)
H (2.30, -2.74, 3.57)
H (2.40, -2.91, 1.79)
H (-0.25, -2.43, 3.43)
H (-0.23, -2.79, 1.68)
H (0.03, -0.50, 2.94)

# 7
Entry from the OMol25 dataset: an isolated molecule of C6H10 (ωB97M-V/def2-TZVPD).

Results
DFT total energy: -234.6011 a.u.
Orbital gap: 0.3802 Ha
LUMO level: 1.21 eV
Charge: 0
Energy relative to the best compared isomer or geometry (same formula, charge and spin): 0.038 eV
SMILES: C1=CCCCC1
Spin multiplicity: 1

Geometry (Å):
C (0.06, 1.53, -0.10)
C (1.18, 0.88, -0.42)
C (1.29, -0.62, -0.45)
C (-0.11, -1.22, -0.39)
C (-0.85, -0.61, 0.81)
C (-1.19, 0.83, 0.40)
H (0.03, 2.61, -0.15)
H (2.07, 1.45, -0.70)
H (1.90, -0.97, 0.40)
H (1.82, -0.95, -1.36)
H (-0.64, -0.92, -1.30)
H (-0.10, -2.32, -0.38)
H (-0.18, -0.59, 1.68)
H (-1.73, -1.18, 1.09)
H (-1.63, 1.40, 1.23)
H (-1.96, 0.79, -0.38)

# 8
Entry from the OMol25 dataset: a structure of composition C52H51Cl3N2O2S2Sb2SiY in a non-equilibrium geometry (ωB97M-V/def2-TZVPD).

Results
DFT total energy: -5257.6165 a.u.
Orbital gap: 0.2658 Ha
LUMO level: 2.35 eV
Charge: -1
Energy relative to the best compared isomer or geometry (same formula, charge and spin): 0.424 eV
Spin multiplicity: 1

Geometry (Å):
Y (-0.25, 0.02, 0.05)
C (-2.85, 1.86, 3.75)
C (-2.30, 0.96, 2.68)
N (-1.28, 1.31, 1.97)
N (-0.82, 2.60, 2.30)
C (0.38, 2.86, 1.95)
S (1.54, 1.84, 1.17)
S (0.98, 4.51, 2.26)
C (0.31, 4.81, 3.93)
C (1.21, 4.24, 4.99)
C (2.17, 5.03, 5.59)
C (3.05, 4.51, 6.53)
C (2.98, 3.17, 6.88)
C (2.03, 2.36, 6.28)
C (1.14, 2.89, 5.35)
C (-2.96, -0.34, 2.44)
C (-4.33, -0.47, 2.73)
C (-5.02, -1.64, 2.54)
C (-4.32, -2.76, 2.07)
C (-2.98, -2.67, 1.78)
C (-2.27, -1.46, 1.91)
O (-1.01, -1.40, 1.55)
H (-2.07, 2.13, 4.45)
H (-3.66, 1.39, 4.29)
H (-3.19, 2.80, 3.29)
H (-0.70, 4.39, 3.94)
H (0.24, 5.90, 4.03)
H (2.24, 6.08, 5.31)
H (3.80, 5.15, 6.99)
H (3.68, 2.75, 7.60)
H (1.97, 1.31, 6.53)
H (0.42, 2.25, 4.87)
H (-4.87, 0.40, 3.09)
H (-6.08, -1.70, 2.74)
H (-4.84, -3.70, 1.93)
H (-2.43, -3.52, 1.41)
Cl (-0.82, -5.55, -5.27)
C (-0.36, -4.31, -4.13)
C (-1.30, -3.79, -3.26)
C (-0.90, -2.80, -2.38)
Cl (-2.04, -2.14, -1.26)
C (0.40, -2.26, -2.31)
O (0.71, -1.32, -1.50)
C (1.31, -2.85, -3.21)
Cl (2.96, -2.30, -3.20)
C (0.95, -3.85, -4.11)
H (-2.32, -4.14, -3.26)
H (1.69, -4.25, -4.78)
C (2.37, -3.62, 2.03)
Sb (2.26, -1.57, 1.39)
C (2.64, -0.81, 3.36)
C (4.30, -1.55, 0.62)
C (5.12, -0.31, 0.87)
C (5.63, -0.11, 2.15)
C (6.41, 0.99, 2.47)
C (6.72, 1.91, 1.48)
C (6.25, 1.70, 0.20)
C (5.44, 0.61, -0.14)
C (4.97, 0.48, -1.56)
Sb (2.92, 1.18, -1.88)
C (3.53, 3.20, -1.45)
C (3.15, 1.41, -4.01)
H (3.25, -3.74, 2.66)
H (2.43, -4.29, 1.17)
H (1.47, -3.86, 2.59)
H (3.24, -1.50, 3.94)
H (1.67, -0.67, 3.84)
H (3.13, 0.16, 3.29)
H (4.20, -1.78, -0.44)
H (4.77, -2.41, 1.11)
H (5.40, -0.84, 2.92)
H (6.77, 1.12, 3.49)
H (7.33, 2.77, 1.71)
H (6.52, 2.40, -0.59)
H (5.04, -0.54, -1.93)
H (5.57, 1.12, -2.22)
H (3.82, 3.71, -2.37)
H (4.37, 3.17, -0.76)
H (2.73, 3.74, -0.96)
H (3.88, 2.20, -4.20)
H (2.19, 1.70, -4.44)
H (3.49, 0.48, -4.46)
C (-4.76, 4.29, 0.77)
C (-3.84, 4.91, -0.06)
C (-2.95, 4.15, -0.82)
C (-2.95, 2.75, -0.76)
C (-3.89, 2.15, 0.08)
C (-4.78, 2.90, 0.83)
Si (-1.72, 1.62, -1.70)
C (-2.83, 0.69, -2.95)
C (-4.22, 0.78, -3.01)
C (-4.95, 0.05, -3.95)
C (-4.30, -0.78, -4.85)
C (-2.91, -0.87, -4.82)
C (-2.20, -0.15, -3.87)
C (-0.78, 2.83, -2.83)
C (-0.90, 2.86, -4.23)
C (-0.21, 3.79, -5.00)
C (0.62, 4.72, -4.39)
C (0.75, 4.71, -3.01)
C (0.07, 3.77, -2.25)
H (-5.45, 4.88, 1.36)
H (-3.81, 5.99, -0.12)
H (-2.24, 4.66, -1.47)
H (-3.92, 1.07, 0.16)
H (-5.50, 2.39, 1.47)
H (-4.75, 1.42, -2.32)
H (-6.03, 0.13, -3.97)
H (-4.87, -1.34, -5.59)
H (-2.39, -1.52, -5.52)
H (-1.11, -0.25, -3.85)
H (-1.56, 2.15, -4.73)
H (-0.32, 3.79, -6.08)
H (1.15, 5.45, -4.99)
H (1.40, 5.44, -2.52)
H (0.20, 3.77, -1.17)